{"formula": "C34H28AsCl3HfN5O3S2", "method": "ωB97M-V/def2-TZVPD", "elements": ["H", "C", "As", "N", "H", "O", "S", "C", "H", "C", "N", "C", "H", "H", "H", "O", "C", "C", "C", "C", "H", "C", "H", "C", "C", "H", "C", "S", "C", "H", "C", "Hf", "H", "C", "C", "C", "C", "C", "H", "C", "H", "C", "C", "H", "H", "Cl", "H", "O", "H", "N", "H", "N", "H", "C", "C", "C", "C", "C", "C", "C", "H", "H", "H", "H", "C", "H", "Cl", "C", "H", "C", "H", "Cl", "H", "C", "N", "H", "C"], "coordinates": [[0.1649, 1.6769, 3.7076], [1.8684, -2.1734, 0.8019], [-1.9731, -3.7376, -0.5861], [-1.0872, 0.3849, 2.1920], [-2.0713, -4.9638, 1.5828], [3.6659, 1.8180, -0.5892], [-0.7514, -2.1957, -1.3263], [-4.8123, -0.5520, 0.8545], [-4.3535, -4.4906, -0.8275], [-5.3851, 0.1384, -0.2061], [1.3288, 1.7855, -0.6486], [-3.0812, 3.4998, 2.2869], [-6.4605, 0.2178, -0.2955], [-4.9199, 1.2639, -2.0016], [-2.9695, -1.1264, 1.7696], [1.0288, -1.1887, 1.0915], [-2.5424, 1.2564, 3.7943], [-2.2032, 2.5685, 1.7836], [-3.6976, 3.3133, 3.5371], [-2.0434, -3.9050, 1.3277], [4.3229, 2.4978, 4.1848], [3.4723, 2.2662, 3.5578], [-4.2151, -2.7132, -0.9190], [-4.5544, 0.7172, -1.1444], [2.4977, -2.2298, -0.4449], [-1.9479, -6.2026, -1.0156], [1.1473, 1.7988, 3.2804], [-1.9790, -0.2190, 4.5111], [-0.1640, 1.5502, -3.9993], [0.6992, 2.0497, -5.8874], [-3.1820, 0.5971, -0.9752], [0.0055, 0.2712, 0.0897], [-4.3826, 4.0639, 3.9069], [2.5747, 1.8108, -0.0599], [2.2089, 2.1202, 4.1074], [-3.4354, -0.6108, 0.9434], [-2.2547, 1.2013, -1.9870], [0.8485, 2.0213, -4.8165], [-3.8974, 2.0771, 5.2751], [3.6183, 2.1292, 2.1897], [-3.2959, 4.3919, 1.7148], [3.6353, -4.2352, 0.1004], [1.2430, 1.9182, -2.0680], [-0.3045, -5.5662, -0.7149], [3.2386, -5.0278, 2.0545], [1.4074, -3.2366, 3.2514], [2.8243, 2.8534, -4.9044], [-2.7331, 1.7649, -2.9510], [-2.9378, -3.4200, 1.7135], [-0.9362, 1.0496, -1.6760], [-1.0994, 1.2260, -4.4229], [-2.6217, -0.0398, 0.0473], [3.8372, -3.2260, -1.7916], [2.4895, 1.8537, 1.4397], [2.2506, 2.4106, -2.8982], [3.3752, -3.2263, -0.8154], [-1.9464, 1.4279, 2.5482], [-1.2518, -5.3900, -1.2214], [-3.7762, -3.6572, -1.2267], [2.0406, 2.4689, -4.2654], [-5.4183, -1.0358, 1.6084], [-1.0791, -5.2991, -2.2915], [3.1902, 2.7246, -2.4803], [-1.7264, 2.7370, 0.8229], [-1.0204, -0.5109, 3.1276], [-0.3706, -1.3715, 3.0410], [2.1009, -0.9775, -1.5868], [2.1539, -3.2201, 1.6749], [-1.1497, -3.4526, 1.7523], [0.0236, 1.5207, -2.6206], [-3.7493, -3.7067, -2.3137], [4.7280, -5.5128, -0.3190], [4.5635, 2.2461, 1.6800], [-3.4341, 2.2030, 4.3063], [1.2772, 1.6537, 1.9575], [2.0375, 2.2512, 5.1666], [3.0298, -4.2410, 1.3441]], "forces_ev_per_angstrom": [[0.0, 0.0, 0.0], [-0.2, 0.0, -0.2], [0.2, 0.1, 0.0], [-0.1, 0.1, -0.2], [0.0, 0.0, 0.0], [0.0, 0.1, 0.0], [0.0, 0.1, -0.2], [0.1, -0.1, 0.0], [0.0, 0.0, 0.0], [-0.1, 0.0, 0.0], [0.4, -0.3, -0.3], [0.0, 0.0, 0.1], [0.0, 0.0, 0.0], [0.0, 0.0, 0.0], [0.0, 0.0, 0.0], [0.1, 0.2, 0.0], [-0.1, 0.1, 0.1], [0.0, 0.1, 0.0], [0.0, 0.1, -0.1], [-0.1, 0.0, 0.1], [0.0, 0.0, 0.0], [0.1, 0.0, 0.0], [-0.1, 0.1, 0.0], [0.0, 0.0, 0.0], [0.0, 0.0, -0.2], [0.0, 0.0, 0.0], [0.2, 0.0, 0.0], [0.0, 0.0, 0.0], [0.0, 0.0, 0.0], [0.0, 0.0, 0.0], [0.0, 0.0, 0.0], [-0.9, -0.4, 1.2], [0.0, 0.0, 0.0], [-0.2, 0.1, 0.1], [-0.1, 0.0, 0.0], [-0.1, 0.0, -0.1], [0.1, 0.0, 0.0], [0.0, 0.0, 0.0], [0.0, 0.0, 0.0], [0.0, 0.0, 0.0], [0.0, 0.0, 0.0], [0.1, 0.0, -0.1], [0.2, 0.1, 0.1], [0.0, 0.0, 0.0], [0.0, 0.0, 0.0], [0.0, 0.0, -0.1], [0.0, 0.0, 0.0], [-0.1, 0.0, 0.0], [0.0, 0.0, 0.0], [0.1, 0.2, -0.3], [0.0, 0.0, 0.0], [0.2, 0.1, 0.2], [0.0, 0.0, 0.0], [-0.1, 0.0, -0.2], [-0.1, 0.0, 0.0], [0.0, -0.1, 0.1], [0.2, -0.1, -0.1], [0.0, -0.1, 0.0], [-0.1, 0.0, -0.1], [0.0, 0.0, 0.0], [0.0, 0.0, 0.0], [0.0, 0.0, 0.0], [0.0, 0.0, 0.0], [0.0, -0.1, 0.0], [0.1, 0.0, -0.1], [0.0, 0.0, 0.0], [0.2, 0.0, 0.1], [0.1, 0.0, 0.2], [0.0, 0.0, 0.0], [-0.1, 0.0, 0.0], [0.0, 0.0, 0.0], [0.0, 0.1, 0.0], [0.0, 0.0, 0.0], [0.0, 0.0, 0.0], [0.0, -0.1, 0.1], [0.0, 0.0, 0.0], [0.0, 0.0, 0.0]], "lowdin_charge": [0.089, -0.465, 0.722, -0.131, 0.049, 0.075, 0.234, -0.039, 0.050, -0.026, -0.089, -0.040, 0.120, 0.129, 0.082, -0.341, -0.457, -0.009, -0.053, -0.227, 0.120, -0.023, 0.014, 0.032, -0.539, 0.048, -0.100, 1.133, -0.012, 0.107, -0.199, 1.633, 0.116, -0.496, -0.027, -0.159, -0.469, -0.071, 0.118, 0.029, 0.118, -0.663, -0.272, 0.043, 0.111, 0.732, 0.107, 0.086, 0.029, -0.079, 0.109, 0.021, 0.118, -0.192, -0.017, -0.102, -0.355, -0.249, -0.231, -0.071, 0.117, 0.045, 0.103, 0.114, -0.471, 0.023, 0.829, -0.557, 0.001, -0.242, 0.050, 0.698, 0.129, -0.062, 0.064, 0.114, -0.123], "homo_lumo_gap_ev": 7.1, "de_lowest_kj_mol": 155.1, "lumo_ev": -2.91, "multiplicity": 1, "total_charge": 1}